1.
This record from the OMol25 dataset describes 2 unconnected molecules or ions with the total composition C4H14N2O2 in a non-equilibrium geometry. The level of theory is ωB97M-V/def2-TZVPD.

Geometry as XYZ:
```
22
Properties=species:S:1:pos:R:3
C 0.00188 0.87201 1.83456
C -1.02244 1.36251 0.86132
O -0.80551 2.62134 0.22276
C -1.37502 0.37355 -0.26534
N -0.15200 0.00673 -1.01417
C -0.27345 -1.18538 -1.84528
N 0.13730 -2.42656 -1.17756
H 0.96371 0.76338 1.30370
H -0.28155 -0.09023 2.26220
H 0.12920 1.45095 2.73632
H -1.95848 1.64160 1.39460
H -0.39528 3.25242 0.81492
H -1.95894 -0.48492 0.11194
H -2.03817 0.94588 -0.91632
H 0.14582 0.89465 -1.39436
H -1.23260 -1.35245 -2.34022
H 0.42708 -0.94011 -2.67019
H -0.31613 -2.30542 -0.27222
H 1.12126 -2.47746 -0.93429
O 2.92710 -1.39481 0.45883
H 2.25974 -0.69378 0.45941
H 3.69650 -0.83389 0.36939
```

## Properties
energy: -420.75787 Eh
lowest unoccupied orbital energy: 0.707 eV
SMILES: C[C@@H](O)CNCN.O
largest force on an atom: 0.0552 Eh/bohr

These are the Löwdin partial charges, in e, on atoms 1 to 8:
1. C -0.052
2. C -0.444
3. O -0.051
4. C -0.180
5. N -0.061
6. C -0.323
7. N 0.013
8. H 0.067

---

2.
This record from the OMol25 dataset describes C2H4NP in the gas phase in a non-equilibrium geometry. The level of theory is ωB97M-V/def2-TZVPD.

Geometry as XYZ:
```
8
Properties=species:S:1:pos:R:3
P -1.77900 0.15159 -0.12566
C -0.11840 0.55525 -0.01387
N 0.90513 1.28374 0.12314
C 1.21865 -0.02150 -0.22705
H -1.95950 0.20352 1.30961
H -1.52813 -1.17482 0.04700
H 1.76671 -0.70489 0.33343
H 1.49455 -0.29289 -1.44661
```

## Properties
energy: -474.57957 Eh
lowest unoccupied orbital energy: 0.689 eV
SMILES: PC1=NC1
largest force on an atom: 0.1284 Eh/bohr

Let us look at the Löwdin charges, expressed in e, one per atom:
1. P 0.841
2. C -0.646
3. N 0.078
4. C -0.265
5. H -0.066
6. H -0.122
7. H 0.044
8. H 0.135

---

3.
This record from the OMol25 dataset describes a molecular structure, C23H33BrNNbO3P in a non-equilibrium geometry. The level of theory is ωB97M-V/def2-TZVPD.

Geometry as XYZ:
```
63
Properties=species:S:1:pos:R:3
C 6.54659 -2.52281 0.18134
C 5.67800 -1.85438 -0.88363
C 4.72733 -0.78240 -0.34948
Br 5.73133 0.85543 0.07634
Nb 2.91462 -0.09870 -1.55932
C 1.76153 1.25314 -0.16490
C 2.36728 2.60862 -0.07257
N 2.50011 3.20874 1.04313
P 1.22959 -1.86476 -0.45348
O 0.14097 -2.24932 -1.40873
O 1.97652 -3.22338 0.09056
O 0.44664 -1.34124 0.89180
H 6.95993 -1.77621 0.86658
H 5.95381 -3.23006 0.76846
H 7.37672 -3.08324 -0.25766
H 6.31740 -1.39277 -1.64346
H 5.06482 -2.61265 -1.37753
H 4.36083 -1.12612 0.62760
H 3.16692 -1.54931 -2.62245
H 1.66442 0.10321 -2.87425
H 3.79422 1.20523 -2.48155
H 1.70747 0.82624 0.83961
H 0.73135 1.32244 -0.53162
H 2.70865 3.06620 -1.00982
H 2.94804 4.11452 0.89944
H 1.41874 -3.97515 -0.17146
H 1.04240 -1.21264 1.64481
C -0.65823 -3.12309 -4.58051
C -0.72601 -4.17385 -3.67536
C -1.19049 -5.41417 -4.09247
C -1.58963 -5.60722 -5.40922
C -1.52261 -4.55492 -6.31265
C -1.05672 -3.31382 -5.89644
H -0.28745 -2.16480 -4.23859
H -0.40440 -3.99183 -2.65922
H -1.24482 -6.23536 -3.38740
H -1.95190 -6.57598 -5.73217
H -1.83125 -4.70254 -7.34071
H -1.00275 -2.49297 -6.60138
C -4.08002 1.58911 1.68852
C -2.96460 1.97998 0.95915
C -2.21461 1.03402 0.27528
C -2.57689 -0.30634 0.31236
C -3.69761 -0.69305 1.03471
C -4.44760 0.25107 1.72568
H -4.65974 2.32879 2.22784
H -2.67699 3.02421 0.92899
H -1.34059 1.33627 -0.28418
H -1.97967 -1.03846 -0.21761
H -3.98264 -1.73754 1.06395
H -5.31617 -0.05668 2.29576
C -3.89303 5.94597 5.51568
C -2.77711 6.33360 4.78673
C -2.03619 5.38558 4.09382
C -2.41254 4.05003 4.12656
C -3.52909 3.66263 4.85494
C -4.26822 4.60962 5.55055
H -4.47064 6.68528 6.05650
H -2.48433 7.37571 4.75821
H -1.16374 5.68454 3.52705
H -1.83834 3.31091 3.58264
H -3.82150 2.62040 4.87552
H -5.13807 4.30622 6.11977
```

## Properties
energy: -4148.96985 Eh
lowest unoccupied orbital energy: 1.921 eV
largest force on an atom: 0.0517 Eh/bohr
net charge: -1

These are the Löwdin partial charges, in e, on atoms 1 to 8:
1. C -0.143
2. C -0.429
3. C -0.879
4. Br 0.526
5. Nb 1.091
6. C -0.370
7. C -0.407
8. N 0.052

---

4.
This record from the OMol25 dataset describes a gas-phase ion, C5H6NO4S (charge -1) in a non-equilibrium geometry. The level of theory is ωB97M-V/def2-TZVPD.

Geometry as XYZ:
```
17
Properties=species:S:1:pos:R:3
C -1.97145 -1.01964 -0.52936
C -1.39234 1.20075 0.61085
C 1.48894 -0.08476 0.69594
C 2.38961 -0.09896 -0.64149
C -0.98192 -0.07809 0.13943
N 0.18999 -0.66395 0.43360
O -3.11200 -0.57737 -0.85862
O -0.74489 1.86478 1.42584
O -1.55914 -2.18957 -0.63370
O -2.57722 1.54129 0.11984
S 1.94455 1.31386 -1.67620
H 2.14803 -0.58875 1.33685
H 1.28979 0.99924 1.10704
H 3.44884 0.13256 -0.18872
H 2.21128 -0.98909 -1.08693
H 0.27202 -1.61659 0.21333
H -3.04410 0.85429 -0.46769
```

## Properties
energy: -948.05849 Eh
lowest unoccupied orbital energy (alpha / beta): 2.290 / 1.221 eV
largest force on an atom: 0.1121 Eh/bohr
net charge: -1

These are the Löwdin partial charges, in e, on atoms 1 to 8:
1. C -0.585
2. C -0.499
3. C -0.229
4. C -0.672
5. C -0.026
6. N 0.096
7. O -0.018
8. O 0.054

---

5.
This record from the OMol25 dataset describes C16H20N4O3S in the gas phase in a non-equilibrium geometry. The level of theory is ωB97M-V/def2-TZVPD.

Geometry as XYZ:
```
44
Properties=species:S:1:pos:R:3
C -2.90668 -2.45943 1.40276
O -2.86354 -1.12332 0.95848
C -3.96770 -0.58679 0.38554
C -5.21898 -1.18842 0.32345
C -6.28993 -0.52013 -0.24541
C -6.13690 0.75407 -0.76058
C -4.89448 1.36164 -0.72077
C -3.81431 0.69795 -0.16239
N -2.55384 1.31868 -0.13199
C -2.26194 2.58862 0.28538
N -0.99750 2.83457 0.15982
N -0.41195 1.74019 -0.35194
C -1.33658 0.82703 -0.52227
S -1.11419 -0.74409 -1.21300
C 0.55894 -0.56486 -1.91660
C 1.65984 -0.87674 -0.90643
O 2.30870 -1.90243 -0.96805
N 1.79995 0.06271 0.04040
C 2.91395 0.04856 0.95065
C 4.03162 1.00014 0.46363
C 5.34799 0.72994 1.20325
C 5.98139 -0.38479 0.35948
C 5.22003 -0.31221 -0.98042
O 4.33326 0.79114 -0.89567
H -1.89552 -2.68686 1.73479
H -3.60184 -2.57947 2.23937
H -3.18142 -3.13799 0.59089
H -5.36553 -2.17743 0.72639
H -7.25368 -1.00455 -0.28072
H -6.97531 1.27151 -1.19887
H -4.74943 2.34860 -1.13403
H -2.99126 3.26635 0.67672
H 0.65001 0.45048 -2.29810
H 0.60532 -1.29015 -2.72811
H 1.24371 0.91493 -0.03686
H 3.28891 -0.97683 0.98413
H 2.58247 0.35409 1.94624
H 3.68602 2.03497 0.54995
H 5.96869 1.62544 1.18443
H 5.18397 0.43674 2.23778
H 5.84176 -1.35919 0.82492
H 7.04858 -0.22334 0.22123
H 5.87631 -0.12769 -1.83348
H 4.65110 -1.23164 -1.16398
```

## Properties
energy: -1464.61960 Eh
lowest unoccupied orbital energy: 0.560 eV
SMILES: COc1ccccc1-n1cnnc1SCC(=O)NC[C@H]1CCCO1
largest force on an atom: 0.0235 Eh/bohr

These are the Löwdin partial charges, in e, on atoms 1 to 8:
1. C -0.073
2. O -0.149
3. C -0.230
4. C -0.007
5. C -0.074
6. C -0.083
7. C -0.006
8. C -0.148